Record 1
This record from the OMol25 dataset describes a molecular structure, C26H47AsCl2MnO6Si5. The level of theory is ωB97M-V with the def2-TZVPD basis set.

Last column: Löwdin charge in e.
Positions of all 88 atoms, in Å:
Mn (-0.69797, -0.09365, 1.54879)  0.55
C (-1.13795, 1.16198, 4.91026)  -0.17
Si (-0.03855, -0.07094, 4.04847)  0.65
C (-0.37696, -1.78585, 4.70515)  -0.19
C (1.76706, 0.31977, 4.33780)  -0.30
C (2.33099, 0.46109, 5.60716)  -0.09
C (3.68094, 0.75014, 5.74725)  -0.08
C (4.48356, 0.89980, 4.61844)  -0.08
C (3.93433, 0.75210, 3.35273)  -0.09
C (2.57741, 0.45994, 3.20423)  -0.30
Si (1.78999, 0.15309, 1.54033)  0.60
C (2.26127, 1.51629, 0.35863)  -0.18
C (2.44120, -1.49905, 0.94641)  -0.20
H (-0.76105, 1.24611, 5.93726)  0.04
H (-2.17410, 0.82629, 4.95165)  0.03
H (-1.07812, 2.14730, 4.45366)  0.02
H (-0.00855, -1.79270, 5.73821)  0.04
H (0.16411, -2.55695, 4.15621)  0.03
H (-1.43631, -2.03524, 4.71617)  0.03
H (1.71845, 0.34975, 6.49710)  0.10
H (4.11144, 0.86231, 6.73433)  0.10
H (5.53537, 1.13211, 4.73051)  0.10
H (4.57198, 0.87077, 2.48095)  0.10
H (3.31881, 1.39129, 0.09891)  0.04
H (2.15898, 2.48207, 0.85080)  0.04
H (1.67900, 1.51137, -0.56410)  0.01
H (3.53325, -1.41765, 0.87920)  0.05
H (2.06309, -1.79710, -0.02757)  -0.04
H (2.21827, -2.28439, 1.67466)  0.04
O (-3.84346, -2.43061, 1.96361)  -0.23
Cl (-2.88009, -1.40549, 1.92514)  0.69
O (-2.91839, -0.51148, 3.03824)  -0.31
O (-2.91809, -0.61727, 0.70913)  -0.38
O (-1.49184, -1.98365, 1.91193)  -0.43
Cl (-1.74335, 7.62749, -1.68448)  0.67
C (-1.36204, 6.22600, -0.73099)  -0.66
C (-1.71896, 4.97124, -1.19801)  -0.09
C (-1.40795, 3.85771, -0.43254)  -0.01
C (-0.74860, 4.00180, 0.78309)  -0.13
C (-0.39610, 5.26829, 1.23250)  0.00
C (-0.70318, 6.38813, 0.47959)  -0.09
C (-0.36686, 2.81619, 1.60725)  -0.57
O (0.29789, 2.92298, 2.61675)  0.06
O (-0.78313, 1.67085, 1.11486)  -0.18
H (-2.23099, 4.87080, -2.14548)  0.11
H (-1.67385, 2.86768, -0.77936)  0.09
H (0.12324, 5.36023, 2.17748)  0.12
H (-0.43483, 7.37934, 0.81793)  0.11
C (1.00778, -1.09681, -4.83123)  -0.20
Si (1.04215, -0.19690, -3.18218)  0.26
C (2.81065, -0.27604, -2.57070)  -0.21
C (0.55382, 1.59282, -3.42864)  -0.21
As (-0.40233, -1.11900, -1.55164)  0.86
Si (-2.50935, -0.83376, -2.60592)  0.27
C (-3.72925, -2.11524, -1.99435)  -0.20
C (-3.13096, 0.87672, -2.17854)  -0.21
C (-2.44247, -0.91319, -4.47777)  -0.21
Si (-0.06630, -3.45286, -1.85591)  0.27
C (-0.94544, -4.19622, -3.34006)  -0.21
C (1.74702, -3.87082, -2.07951)  -0.21
C (-0.69536, -4.26401, -0.29725)  -0.22
H (2.00206, -1.03854, -5.28626)  0.04
H (0.29914, -0.64692, -5.52613)  0.02
H (0.75236, -2.15132, -4.73182)  0.00
H (3.43773, 0.24907, -3.30007)  0.04
H (3.17553, -1.30300, -2.50543)  0.02
H (2.95854, 0.19942, -1.60146)  -0.01
H (1.28818, 2.09301, -4.06766)  0.04
H (0.50719, 2.13807, -2.47986)  0.02
H (-0.42201, 1.67996, -3.91474)  0.02
H (-4.01104, -1.92584, -0.95757)  0.01
H (-3.36612, -3.14087, -2.07028)  0.01
H (-4.63375, -2.04245, -2.60738)  0.04
H (-3.13359, 1.06364, -1.10363)  0.01
H (-4.16196, 0.97072, -2.53599)  0.04
H (-2.53942, 1.65155, -2.67781)  0.02
H (-1.96950, -1.80562, -4.87727)  0.02
H (-1.92597, -0.04210, -4.88765)  0.02
H (-3.47377, -0.88266, -4.84817)  0.04
H (-0.32353, -4.12878, -4.23548)  0.03
H (-1.91695, -3.76632, -3.56833)  0.00
H (-1.09829, -5.26148, -3.13412)  0.04
H (2.21238, -3.30584, -2.88920)  0.01
H (1.80866, -4.93130, -2.34849)  0.04
H (2.33342, -3.72640, -1.17045)  0.02
H (-1.76964, -4.11571, -0.16278)  0.03
H (-0.19535, -3.86450, 0.58785)  0.02
H (-0.50361, -5.34077, -0.34638)  0.04

Results
gap between HOMO and LUMO (alpha / beta): 7.539 / 8.581 eV
multiplicity: 4
E_LUMO (alpha / beta): -0.03702 / 0.00801 Ha

Record 2
This record from the OMol25 dataset describes a molecular structure, C26H47Br24Cl4O3PSi2. The level of theory is ωB97M-V with the def2-TZVPD basis set.

Last column: Löwdin charge in e.
Positions of all 107 atoms, in Å:
C (2.73982, 0.68473, 1.42638)  -0.12
C (4.09987, 1.37572, 1.09519)  -0.24
C (4.75448, 0.91771, -0.24957)  -0.25
C (4.61141, -0.61087, -0.58346)  -0.20
C (4.94077, -1.61619, 0.56973)  -0.19
C (4.13742, -2.97055, 0.48262)  -0.19
C (2.59110, -2.80273, 0.26147)  -0.20
C (1.69766, -3.55432, 1.32451)  -0.22
C (0.37138, -2.72813, 1.58101)  -0.23
C (-0.92897, -3.61590, 1.56440)  -0.21
C (-1.96748, -3.18015, 2.68267)  -0.29
C (-3.42771, -3.23017, 2.10289)  -0.25
Si (-3.93570, -1.63198, 1.15706)  0.18
Cl (-2.19041, -0.45761, 1.06580)  0.45
O (-4.53685, -2.17385, -0.34892)  -0.35
Si (-3.81671, -1.47477, -1.72073)  0.26
O (-2.72143, -2.53570, -2.48716)  -0.28
C (-1.35349, -2.09106, -2.35169)  -0.29
C (-0.35886, -3.25576, -2.70634)  -0.19
C (0.93945, -2.56881, -3.28220)  -0.11
P (-5.52405, -1.18173, -3.16522)  0.44
O (-5.83300, 0.51104, -3.15258)  -0.47
Cl (-4.90803, -1.69718, -5.09932)  0.13
C (-5.38224, -0.88672, 2.14274)  -0.71
Cl (-6.90414, -1.74209, 1.54911)  0.59
C (-5.65891, 0.64948, 2.04245)  -0.75
C (-4.99970, 1.42629, 0.87210)  -0.18
Cl (-5.28189, 1.38482, 3.68418)  0.57
H (2.88414, -0.33346, 1.85041)  0.06
H (2.26748, 1.27990, 2.23572)  0.04
H (2.05486, 0.57544, 0.56082)  0.08
H (4.01028, 2.48442, 1.15422)  0.10
H (4.80744, 1.09074, 1.91163)  0.10
H (5.81619, 1.24693, -0.31258)  0.06
H (4.20802, 1.46530, -1.06539)  0.04
H (3.61318, -0.74928, -1.04525)  0.10
H (5.35557, -0.81828, -1.39220)  0.09
H (4.82500, -1.21785, 1.59613)  0.10
H (6.02168, -1.87726, 0.46207)  0.11
H (4.25393, -3.46071, 1.48189)  0.09
H (4.59104, -3.68190, -0.23766)  0.06
H (2.32912, -3.22604, -0.73727)  0.09
H (2.29713, -1.73639, 0.24517)  0.07
H (2.26600, -3.62071, 2.28099)  0.10
H (1.47373, -4.56580, 0.89289)  -0.04
H (0.46338, -2.31369, 2.61155)  0.01
H (0.22083, -1.92609, 0.82229)  0.07
H (-1.40942, -3.67476, 0.56044)  0.10
H (-0.60506, -4.65924, 1.80073)  0.11
H (-1.90520, -3.97054, 3.46891)  0.10
H (-1.70395, -2.22801, 3.18293)  0.06
H (-3.55271, -4.12487, 1.45233)  0.09
H (-4.12541, -3.36739, 2.96180)  0.08
H (-3.25865, -0.13328, -1.50662)  -0.03
H (-1.20832, -1.79107, -1.28229)  0.07
H (-1.17174, -1.20339, -3.00207)  0.12
H (-0.83884, -3.92596, -3.45186)  0.11
H (-0.16044, -3.81289, -1.76652)  0.10
H (1.86717, -3.08944, -2.98169)  0.02
H (0.97891, -1.55247, -2.82875)  0.07
H (0.83246, -2.47171, -4.38149)  0.08
H (-5.38730, 0.86762, -3.93340)  0.00
H (-5.27703, -1.17654, 3.20501)  0.05
H (-6.75669, 0.78073, 1.93261)  0.07
H (-5.53450, 2.40460, 0.80430)  0.07
H (-5.12202, 0.95025, -0.12152)  0.05
H (-3.94655, 1.70726, 1.09518)  0.03
C (4.14772, -7.09964, -0.16493)  -1.57
Br (4.73103, -6.30026, -1.82887)  0.54
Br (5.36936, -6.72688, 1.28877)  0.58
Br (2.32797, -6.59907, 0.27589)  0.68
H (4.15260, -8.17215, -0.31580)  -0.03
C (-2.88044, 4.31100, -1.09100)  -1.57
Br (-3.60303, 2.80256, -2.06728)  0.62
Br (-4.26185, 5.28416, -0.14901)  0.54
Br (-1.44607, 3.78099, 0.09497)  0.58
H (-2.45494, 4.98884, -1.82137)  -0.03
C (0.70336, -1.10473, 5.94201)  -1.60
Br (0.55257, 0.22798, 4.55155)  0.59
Br (0.78698, -2.88565, 5.19196)  0.64
Br (2.18939, -0.75084, 7.12930)  0.58
H (-0.20030, -1.04864, 6.53667)  -0.03
C (3.91148, -4.26674, -5.35083)  -1.60
Br (5.17679, -4.56279, -6.78448)  0.58
Br (3.06484, -5.91487, -4.79161)  0.54
Br (4.72450, -3.33674, -3.86093)  0.55
H (3.13226, -3.62310, -5.74127)  -0.03
C (6.67761, 2.15931, -3.54383)  -1.59
Br (5.97309, 0.59959, -4.44572)  0.56
Br (5.28875, 3.23022, -2.72266)  0.62
Br (8.05287, 1.67036, -2.27259)  0.58
H (7.14875, 2.78009, -4.29580)  -0.03
C (-2.30164, 4.56682, 3.84584)  -1.63
Br (-3.00097, 3.95405, 5.54077)  0.56
Br (-2.86793, 6.37152, 3.44162)  0.55
Br (-0.37898, 4.37595, 3.75404)  0.54
H (-2.72109, 3.92387, 3.07928)  -0.06
C (-5.41665, 9.14009, -0.58424)  -1.61
Br (-3.49021, 9.03610, -0.42034)  0.58
Br (-6.30848, 8.20713, 0.85750)  0.56
Br (-6.02386, 10.96988, -0.74071)  0.58
H (-5.68577, 8.63558, -1.50450)  -0.03
C (-0.45424, 11.21109, -1.19239)  -1.64
Br (0.60888, 10.42794, 0.22388)  0.56
Br (-0.60300, 13.13022, -0.99873)  0.57
Br (0.20632, 10.71493, -2.94241)  0.56
H (-1.45520, 10.80415, -1.10331)  -0.12

Results
gap between HOMO and LUMO: 7.991 eV
E_LUMO: -0.01550 Ha

Record 3
This record from the OMol25 dataset describes a molecular structure, C26H48CeCl3N4O4Si. The level of theory is ωB97M-V with the def2-TZVPD basis set.

Last column: Löwdin charge in e.
Positions of all 87 atoms, in Å:
C (3.03955, -2.61904, -3.02981)  -0.06
C (2.46142, -1.80708, -4.13568)  -0.25
H (2.50468, -3.56420, -2.92075)  0.07
H (3.02650, -2.06020, -2.09561)  0.08
H (4.07166, -2.90559, -3.27009)  0.09
C (2.35905, -2.32690, -5.37821)  -0.15
C (2.37987, -3.78739, -5.70221)  -0.11
H (2.31816, -1.67490, -6.26386)  0.10
H (1.71366, -4.34331, -5.02198)  0.07
H (3.37444, -4.26597, -5.67697)  0.07
H (2.00017, -3.92071, -6.72604)  0.07
Ce (0.90498, -0.02726, 1.45113)  0.50
Cl (2.52102, -1.97123, 1.99948)  0.00
Cl (2.60419, 1.37673, 0.06970)  0.03
C (-0.16117, 3.08603, 1.12371)  -0.27
O (-0.53150, 1.87889, 1.29093)  -0.21
N (-0.98962, 4.03125, 0.70720)  -0.15
C (-2.39683, 3.71096, 0.48515)  -0.01
C (-0.47963, 5.31855, 0.25037)  -0.02
H (0.88249, 3.39108, 1.29351)  0.14
H (-2.84077, 3.24861, 1.37711)  0.10
H (-2.53745, 3.03415, -0.37201)  0.10
H (-2.89518, 4.65833, 0.27669)  0.09
H (0.26184, 5.68616, 0.96729)  0.09
H (-1.32186, 6.01139, 0.19315)  0.09
H (-0.00565, 5.24054, -0.74242)  0.11
H (-1.07905, -5.19223, 3.23018)  0.10
H (-0.57846, -3.88405, 0.11187)  0.10
C (-1.97897, -4.66427, 2.88094)  -0.03
C (-1.60964, -3.88839, 0.50169)  -0.01
N (-1.63833, -3.60238, 1.94250)  -0.14
H (-2.47794, -4.21995, 3.74849)  0.09
C (-1.23335, -2.43016, 2.39977)  -0.22
O (-0.81193, -1.51972, 1.61470)  -0.22
H (-2.18048, -3.13706, -0.05601)  0.07
H (-1.24832, -2.25693, 3.49128)  0.15
H (-2.65274, -5.36337, 2.37893)  0.09
H (-2.06425, -4.87113, 0.36745)  0.09
O (1.20884, -0.33249, -2.58952)  -0.31
C (2.08577, -0.36034, -3.72465)  -0.31
C (0.66186, 0.05507, -5.79930)  -0.08
C (1.61155, 0.51392, -4.88728)  -0.19
H (0.31615, -0.97650, -5.72384)  0.10
C (0.18640, 0.92119, -6.79541)  -0.08
H (3.04682, 0.07781, -3.38101)  0.14
C (2.13692, 1.81432, -4.99536)  -0.04
H (-0.61919, 0.59247, -7.45125)  0.10
C (0.74139, 2.19139, -6.94973)  -0.10
C (1.71776, 2.64062, -6.04953)  -0.09
H (2.86866, 2.15231, -4.23997)  0.12
H (0.40945, 2.85942, -7.74974)  0.09
H (2.15808, 3.64248, -6.13919)  0.10
Si (-0.66143, -0.37347, -2.58845)  -0.02
Cl (-0.60490, -2.44257, -2.68747)  0.37
C (-1.88995, -0.10557, -4.02329)  -0.23
C (-0.42006, 1.60693, -2.52975)  -0.20
C (-1.77565, -0.25041, -1.00552)  -0.20
H (-1.87667, 0.96398, -4.32092)  0.03
H (-2.90741, -0.33959, -3.66694)  0.02
H (-1.68512, -0.70668, -4.92647)  0.01
H (-2.01314, -1.25239, -0.60979)  -0.03
H (-2.75678, 0.21398, -1.25293)  0.05
H (-1.34992, 0.37387, -0.20244)  -0.02
H (0.13135, 1.88740, -3.43532)  0.01
H (0.21539, 1.84865, -1.67128)  -0.02
H (-1.34514, 2.19834, -2.48348)  0.01
C (-0.68062, 2.69475, 4.82721)  -0.02
N (-0.50315, 1.50428, 5.61825)  -0.08
C (-0.81938, 1.65497, 7.02940)  -0.16
C (-1.03571, 0.30750, 7.66235)  -0.16
C (0.15810, -0.56236, 7.36817)  -0.16
N (0.41927, -0.60127, 5.94079)  -0.08
C (1.24655, -1.68879, 5.46011)  -0.03
C (0.14827, 0.43048, 5.09334)  -0.38
O (0.45815, 0.37324, 3.85204)  -0.12
H (-1.42155, 3.32146, 5.32838)  0.09
H (-1.02543, 2.45343, 3.82499)  0.08
H (0.24890, 3.27529, 4.76460)  0.11
H (-0.02470, 2.20717, 7.56218)  0.14
H (-1.71807, 2.27470, 7.10236)  0.12
H (-1.95397, -0.14728, 7.27655)  0.13
H (-1.17755, 0.42897, 8.74167)  0.13
H (-0.04587, -1.58125, 7.69998)  0.12
H (1.03972, -0.20903, 7.93716)  0.14
H (2.22652, -1.31735, 5.14472)  0.10
H (1.37888, -2.40654, 6.27648)  0.10
H (0.78003, -2.19575, 4.60758)  0.07

Results
gap between HOMO and LUMO: 6.013 eV
multiplicity: 2
E_LUMO: -0.01093 Ha

Record 4
This record from the OMol25 dataset describes a molecular structure, C26H48Cl3N4O4SiTl. The level of theory is ωB97M-V with the def2-TZVPD basis set.

Last column: Löwdin charge in e.
Positions of all 87 atoms, in Å:
C (-7.61346, 1.63831, -0.97372)  -0.05
C (-8.10428, 0.98498, -2.22949)  -0.22
H (-7.74752, 2.71871, -1.04863)  0.08
H (-6.55204, 1.46692, -0.77548)  0.00
H (-8.18080, 1.28238, -0.10171)  0.09
C (-9.26497, 1.33490, -2.82273)  -0.12
C (-10.14620, 2.45918, -2.40176)  -0.09
H (-9.66961, 0.71896, -3.62249)  0.11
H (-9.58518, 3.36825, -2.16405)  0.07
H (-10.73361, 2.18963, -1.51620)  0.08
H (-10.85539, 2.71076, -3.19906)  0.07
Tl (-5.38571, -1.43141, -0.56901)  0.48
Cl (-5.01440, -3.51977, -1.87461)  0.07
Cl (-7.08789, -1.56180, 1.24424)  -0.05
C (-1.46504, -2.80158, -2.28749)  -0.34
O (-1.48729, -1.75672, -1.64081)  -0.01
N (-0.77719, -2.96428, -3.44685)  -0.19
C (-0.07006, -1.82845, -3.99514)  -0.04
C (-0.85600, -4.17028, -4.25290)  -0.06
H (-2.02747, -3.70937, -1.99618)  0.11
H (0.46719, -1.30385, -3.19682)  0.09
H (-0.74286, -1.10176, -4.48367)  0.08
H (0.62437, -2.23071, -4.73736)  0.08
H (-0.91455, -5.05499, -3.61552)  0.09
H (0.04369, -4.20358, -4.86543)  0.08
H (-1.72972, -4.19581, -4.91667)  0.09
H (-1.32036, 3.10387, 0.98978)  0.09
H (-3.17556, 3.67840, -1.16742)  0.06
C (-0.85788, 3.96364, 0.47624)  -0.06
C (-2.36771, 4.37374, -1.45907)  -0.06
N (-1.07902, 3.91534, -0.96132)  -0.20
H (0.22508, 3.94158, 0.65874)  0.08
C (-0.15884, 3.32314, -1.78066)  -0.31
O (-0.26306, 3.24748, -3.01347)  -0.02
H (-2.31746, 4.46300, -2.55046)  0.09
H (0.72874, 2.93900, -1.21995)  0.13
H (-1.29453, 4.88761, 0.88171)  0.09
H (-2.59712, 5.34889, -1.00638)  0.09
O (-5.94579, -0.13021, -2.51891)  -0.44
C (-7.36371, -0.26579, -2.71554)  -0.31
C (-7.84944, 0.14622, -5.17411)  -0.07
C (-7.62760, -0.73678, -4.11557)  -0.20
H (-7.89750, 1.22159, -4.97879)  0.11
C (-8.00472, -0.36062, -6.46773)  -0.07
H (-7.71169, -1.06396, -2.02872)  0.13
C (-7.62381, -2.11003, -4.32127)  -0.04
H (-8.11242, 0.35461, -7.28838)  0.11
C (-8.00295, -1.74064, -6.68436)  -0.08
C (-7.85443, -2.61508, -5.59870)  -0.07
H (-7.42250, -2.73732, -3.45028)  0.09
H (-8.14134, -2.12133, -7.70020)  0.10
H (-7.89197, -3.69287, -5.73517)  0.10
Si (-4.47609, 0.36995, -3.45995)  0.40
Cl (-4.04134, 0.92031, -0.87072)  0.24
C (-5.06510, 1.55575, -4.79266)  -0.16
C (-4.13529, -1.31242, -4.32072)  -0.16
C (-2.70348, 1.02623, -3.16855)  -0.31
H (-5.49084, 1.04974, -5.67796)  0.03
H (-4.22091, 2.16271, -5.16821)  0.04
H (-5.81937, 2.23887, -4.37853)  0.03
H (-2.70799, 2.06111, -2.75997)  -0.01
H (-2.13843, 1.06936, -4.13863)  0.06
H (-2.17929, 0.30058, -2.49848)  0.00
H (-4.90070, -1.50926, -5.09350)  0.03
H (-4.20120, -2.12763, -3.57341)  -0.07
H (-3.13804, -1.34062, -4.80238)  0.03
C (2.11814, -0.58315, 2.27685)  -0.06
N (3.19792, -0.26435, 1.39193)  -0.11
C (4.41207, 0.27815, 1.94992)  -0.18
C (5.53561, 0.09027, 0.95862)  -0.17
C (5.21361, 0.72012, -0.37206)  -0.18
N (3.86251, 0.40036, -0.76718)  -0.10
C (3.47141, 0.63551, -2.13223)  -0.05
C (2.86591, -0.07813, 0.06045)  -0.47
O (1.73983, -0.32110, -0.39538)  0.04
H (2.55376, -0.86105, 3.23977)  0.08
H (1.54896, -1.41578, 1.85425)  0.09
H (1.42581, 0.26128, 2.42074)  0.09
H (4.29488, 1.34622, 2.19617)  0.13
H (4.66075, -0.26050, 2.86918)  0.12
H (5.71148, -0.98248, 0.83369)  0.12
H (6.46566, 0.52532, 1.32966)  0.12
H (5.91651, 0.35762, -1.13974)  0.13
H (5.32784, 1.81708, -0.29604)  0.13
H (4.33364, 1.02945, -2.68593)  0.09
H (3.13460, -0.30793, -2.58914)  0.09
H (2.62856, 1.34318, -2.20674)  0.09

Results
gap between HOMO and LUMO: 5.981 eV
E_LUMO: -0.09709 Ha

no.,DFT total energy (hartree)
1,-7224.9105
2,-65782.1224
3,-3684.8739
4,-3382.0866